No. 1
The following is a DFT calculation (the ωB97M-V functional and the def2-TZVPD basis) of a 11-piece molecular cluster, C4H32NO11S2 overall in a non-equilibrium geometry.

XYZ file:
```
50
C4H32NO11S2, DFT the ωB97M-V functional and the def2-TZVPD basis
N -0.543 -1.380 -0.626
C 0.108 -0.017 -0.535
C 0.431 0.477 -1.916
O 1.083 -0.640 -2.485
C -0.844 0.866 0.279
S -0.658 0.252 2.002
S -1.854 1.071 3.395
C -1.333 2.828 3.604
H -1.089 -1.404 0.248
H 0.125 -2.151 -0.437
H -1.075 -1.659 -1.463
H 1.009 -0.167 0.067
H -0.525 0.662 -2.461
H 0.925 1.452 -1.972
H 1.326 -0.552 -3.414
H -1.944 0.846 0.042
H -0.619 1.928 0.177
H -1.038 2.916 4.665
H -2.193 3.468 3.475
H -0.444 3.136 3.071
H 4.710 -0.091 -1.791
H 3.130 -0.093 -1.665
O 3.890 -0.508 -2.074
H 3.621 -3.419 -2.764
H 3.374 -2.184 -2.047
O 3.174 -3.141 -1.961
H -4.184 2.821 -0.294
H -4.078 1.484 0.137
O -3.490 2.243 0.049
H 0.843 -2.679 1.913
H 2.100 -2.900 1.009
O 1.230 -2.501 1.028
H -1.242 -2.830 -3.157
H -2.329 -1.638 -3.300
O -2.050 -2.424 -2.795
H -4.243 -0.456 1.360
H -4.890 -1.181 0.117
O -4.086 -0.744 0.469
H 1.217 -3.654 -3.048
H 0.041 -4.220 -3.967
O 0.343 -3.484 -3.443
H 3.254 -1.151 -0.024
H 2.976 -0.559 1.481
O 3.177 -0.384 0.560
H 0.661 3.933 0.491
H 0.901 4.969 1.554
O 0.199 4.427 1.184
H 3.060 3.219 -0.771
H 2.794 1.928 0.198
O 2.423 2.644 -0.318
```

Values from the calculation:
charge	+1
E_tot	-1850.15256	a.u.
2S+1	1
gap between HOMO and LUMO	8.59	eV
LUMO	-0.0879	Eh
highest occupied orbital energy	-10.98	eV

No. 2
The following is a DFT calculation (the ωB97M-V functional and the def2-TZVPD basis) of C24H54AlBrClN5O17S as an isolated structure in a non-equilibrium geometry.

XYZ file:
```
104
C24H54AlBrClN5O17S, DFT the ωB97M-V functional and the def2-TZVPD basis
C 2.289 -4.360 -0.548
C 1.138 -4.627 -1.577
O 1.566 -4.518 -2.921
C 0.920 -3.489 -3.655
C 1.817 -2.241 -3.850
C 1.925 -1.371 -2.573
C 3.408 -0.973 -2.334
N 3.385 -0.201 -1.058
C 2.736 1.135 -1.261
C 1.789 1.160 -2.496
C 0.951 -0.136 -2.492
C -0.183 -0.153 -3.530
C -1.367 0.613 -2.971
O -1.306 1.698 -2.576
O -2.627 -0.078 -2.926
C -2.809 -0.723 -1.755
C -3.908 -1.771 -1.676
O -2.184 -0.489 -0.770
H 1.908 -3.615 0.170
H 3.121 -3.857 -1.066
H 2.635 -5.270 -0.052
H 0.792 -5.657 -1.381
H 0.295 -3.969 -1.319
H -0.080 -3.224 -3.280
H 0.760 -3.887 -4.671
H 1.531 -1.697 -4.761
H 2.819 -2.662 -4.054
H 1.676 -2.027 -1.718
H 3.839 -0.400 -3.161
H 4.002 -1.891 -2.233
H 2.849 -0.791 -0.409
H 4.337 -0.164 -0.688
H 2.102 1.328 -0.386
H 3.534 1.880 -1.337
H 1.180 2.065 -2.391
H 2.396 1.254 -3.407
H 0.468 -0.157 -1.496
H -0.558 -1.166 -3.728
H 0.108 0.264 -4.539
H -4.366 -1.760 -0.690
H -4.665 -1.567 -2.424
H -3.491 -2.759 -1.901
C -2.053 3.207 -5.141
O -2.343 4.096 -4.350
O -2.853 2.635 -5.916
O -0.872 2.743 -5.272
N -6.079 -2.148 1.594
H -6.483 -2.297 2.523
H -5.128 -1.780 1.689
H -6.052 -3.038 1.082
H -6.652 -1.479 1.073
Cl -6.335 -3.099 -1.782
Al -7.949 -1.678 -3.065
C -9.230 -1.463 4.516
C -8.865 0.013 4.538
C -9.704 0.807 3.550
O -7.478 0.169 4.222
H -9.050 -1.892 3.521
H -8.613 -2.021 5.222
H -10.279 -1.617 4.772
H -9.007 0.411 5.543
H -9.539 0.452 2.527
H -9.425 1.860 3.571
H -10.768 0.724 3.779
H -7.340 -0.177 3.335
C -3.466 2.640 0.116
N -4.935 2.888 0.093
O -5.398 3.636 0.927
O -5.579 2.308 -0.770
H -3.033 3.210 0.931
H -3.321 1.573 0.265
H -3.060 2.960 -0.842
O 7.489 3.036 0.001
S 7.332 2.904 1.420
O 6.794 1.703 2.000
O 6.530 4.150 1.980
C 5.242 4.464 1.395
C 4.162 3.524 1.878
C 8.868 3.265 2.207
H 5.311 4.469 0.305
H 4.999 5.480 1.704
H 4.335 2.507 1.509
H 3.183 3.852 1.530
H 4.149 3.476 2.964
H 9.261 4.193 1.801
H 9.549 2.442 1.996
H 8.701 3.346 3.279
C 4.001 -0.989 2.018
O 2.829 -0.726 2.226
N 4.589 -2.175 2.261
C 5.995 -2.407 1.981
C 3.791 -3.253 2.822
H 4.698 -0.240 1.595
H 6.093 -3.224 1.262
H 6.509 -2.678 2.905
H 6.457 -1.511 1.569
H 2.964 -3.482 2.151
H 3.380 -2.939 3.782
H 4.406 -4.140 2.960
N 1.330 5.368 3.156
O 1.678 5.766 2.020
O 2.074 4.587 3.788
O 0.251 5.739 3.644
Br -0.795 0.103 -6.470
```

Values from the calculation:
charge	0
E_tot	-6174.05089	a.u.
2S+1	1
gap between HOMO and LUMO	3.35	eV
LUMO	-0.0996	Eh
highest occupied orbital energy	-6.06	eV

No. 3
The following is a DFT calculation (the ωB97M-V functional and the def2-TZVPD basis) of C35H30N5NaO3S2Si as an isolated structure.

XYZ file:
```
77
C35H30N5NaO3S2Si, DFT the ωB97M-V functional and the def2-TZVPD basis
Na 2.390 -0.504 -2.817
O 4.521 -0.047 -2.152
C 4.368 0.913 -2.948
O 3.657 0.876 -3.987
C 5.126 2.190 -2.636
C 6.430 2.279 -3.106
C 7.220 3.400 -2.879
C 6.673 4.452 -2.154
C 5.379 4.364 -1.669
C 4.558 3.240 -1.879
S 2.955 3.171 -1.197
H 6.830 1.439 -3.666
H 8.235 3.449 -3.260
H 7.257 5.347 -1.957
H 4.959 5.181 -1.093
C -6.825 5.201 6.122
O -5.784 4.324 6.488
C -4.974 3.863 5.484
C -5.122 4.196 4.143
C -4.246 3.673 3.203
C -3.214 2.816 3.575
C -3.082 2.493 4.928
C -3.948 3.008 5.872
C -2.319 2.293 2.542
N -2.430 2.555 1.261
C -1.402 1.865 0.658
C -0.668 1.180 1.593
N -1.262 1.460 2.802
C 0.466 0.370 1.276
C 1.267 -0.311 2.197
C 2.339 -1.039 1.741
C 2.578 -1.092 0.363
N 1.817 -0.474 -0.510
C 0.795 0.272 -0.090
C 0.040 1.018 -1.108
N 0.457 0.928 -2.378
C -0.163 1.638 -3.291
C -1.258 2.465 -3.017
C -1.711 2.555 -1.725
C -1.050 1.823 -0.734
H -7.344 5.456 7.043
H -7.527 4.724 5.431
H -6.436 6.114 5.661
H -5.909 4.859 3.813
H -4.349 3.926 2.158
H -2.295 1.829 5.263
H -3.845 2.758 6.920
H -0.960 1.133 3.699
H 1.056 -0.255 3.260
H 2.994 -1.560 2.427
H 3.417 -1.642 -0.046
H 0.230 1.567 -4.299
H -1.720 3.028 -3.818
H -2.549 3.185 -1.452
C 2.162 -6.369 -1.609
Si 0.312 -6.185 -1.874
C -0.457 -7.299 -0.540
C -0.139 -6.930 -3.547
C -0.470 -4.486 -1.720
C -1.719 -4.376 -1.123
C -2.349 -3.142 -0.990
C -1.662 -2.038 -1.470
N -0.488 -2.095 -2.076
C 0.117 -3.292 -2.242
S 1.587 -3.339 -3.145
H 2.397 -7.439 -1.557
H 2.482 -5.900 -0.677
H 2.719 -5.899 -2.413
H -0.042 -8.307 -0.623
H -1.543 -7.386 -0.613
H -0.217 -6.918 0.455
H 0.233 -7.953 -3.649
H 0.297 -6.322 -4.342
H -1.223 -6.942 -3.686
H -2.215 -5.260 -0.733
H -3.317 -3.036 -0.517
H -2.087 -1.039 -1.363
```

Values from the calculation:
charge	-2
E_tot	-3099.64511	a.u.
2S+1	1
gap between HOMO and LUMO	3.49	eV
LUMO	0.1116	Eh
highest occupied orbital energy	-0.45	eV
relative energy (zero: lowest compared OMol25 entry of this formula, charge and spin)	13.0	kcal per mole

No. 4
The following is a DFT calculation (the ωB97M-V functional and the def2-TZVPD basis) of C13H28LaN6O6S as an isolated structure in a non-equilibrium geometry.

XYZ file:
```
55
C13H28LaN6O6S, DFT the ωB97M-V functional and the def2-TZVPD basis
O -2.229 2.613 -1.433
H -2.073 3.594 -1.264
La -0.424 0.136 -0.308
N -2.731 -0.148 0.402
N -1.119 0.644 1.972
N 1.043 -1.022 -2.096
N 2.147 -0.484 0.238
O -3.186 -0.416 -0.717
O 0.485 -1.677 -3.212
O 2.885 -0.401 1.445
O -0.004 1.018 2.523
C -2.306 1.311 2.123
C -3.284 0.843 1.189
C 2.244 -1.557 -1.862
C 2.892 -1.222 -0.610
C -4.501 1.523 0.760
H -4.321 2.017 -0.215
H -4.841 2.262 1.497
H -5.258 0.729 0.657
C -2.506 2.519 2.913
H -1.788 3.280 2.592
H -2.352 2.319 3.977
H -3.520 2.922 2.808
C 2.711 -2.632 -2.760
C 4.236 -1.776 -0.305
H 2.076 -2.681 -3.651
H 2.545 -3.572 -2.202
H 3.773 -2.481 -3.020
H 4.486 -1.607 0.745
H 4.969 -1.241 -0.929
H 4.244 -2.850 -0.552
H -0.439 -1.414 -3.289
H 2.383 0.215 2.009
C 0.729 2.220 -0.940
H -0.097 2.804 -1.419
H 1.586 2.087 -1.631
H 1.130 2.813 -0.099
O -2.010 0.983 -3.393
H -2.583 1.669 -2.965
H -1.172 1.472 -3.473
S -0.980 -2.719 1.055
C 0.127 -3.166 2.271
N 0.659 -2.194 3.060
C 1.350 -2.539 4.289
C 2.211 -3.789 4.135
C 1.352 -4.919 3.585
N 0.487 -4.420 2.506
H 0.133 -1.328 3.025
H 0.625 -2.692 5.108
H 1.995 -1.694 4.538
H 2.567 -4.083 5.140
H 3.051 -3.625 3.439
H 0.716 -5.311 4.394
H 1.984 -5.736 3.214
H -0.013 -5.124 1.947
```

Values from the calculation:
charge	+1
E_tot	-1721.40548	a.u.
2S+1	1
gap between HOMO and LUMO (alpha / beta)	6.43 / 4.81	eV
LUMO (alpha / beta)	-0.1539 / -0.2121	Eh
highest occupied orbital energy (alpha / beta)	-10.62 / -10.58	eV
relative energy (zero: lowest compared OMol25 entry of this formula, charge and spin)	51.2	kcal per mole

No. 5
The following is a DFT calculation (the ωB97M-V functional and the def2-TZVPD basis) of C34H38Br2IrN2O5PS as an isolated structure in a non-equilibrium geometry.

XYZ file:
```
84
C34H38Br2IrN2O5PS, DFT the ωB97M-V functional and the def2-TZVPD basis
Ir 0.557 1.126 0.375
Br 0.856 6.157 0.235
C 2.246 4.893 0.323
C 3.575 5.290 0.456
C 4.588 4.362 0.536
Br 6.366 4.977 0.741
C 4.326 2.976 0.477
C 5.273 1.942 0.555
C 4.840 0.633 0.487
C 3.491 0.339 0.347
N 2.573 1.295 0.271
C 2.970 2.599 0.336
C 1.905 3.542 0.270
O 0.682 3.100 0.169
H 3.809 6.344 0.502
H 6.324 2.168 0.666
H 5.552 -0.178 0.539
H 3.113 -0.675 0.294
C -4.772 1.482 -4.731
C -3.415 1.447 -4.023
C -2.687 2.765 -4.324
C -2.611 0.271 -4.597
C -3.550 1.272 -2.511
C -4.791 1.078 -1.892
C -4.906 0.911 -0.519
C -3.758 0.940 0.246
S -3.581 0.757 1.969
C -1.873 0.962 1.806
N -1.459 1.105 0.551
C -2.497 1.122 -0.339
C -2.409 1.296 -1.719
C -0.910 1.068 2.842
C -1.178 1.006 4.217
C -0.166 1.257 5.117
C 1.119 1.555 4.677
C 1.414 1.560 3.313
C 0.408 1.314 2.411
H -4.613 1.634 -5.799
H -5.391 2.303 -4.364
H -5.314 0.543 -4.606
H -2.623 2.916 -5.404
H -1.673 2.771 -3.923
H -3.230 3.607 -3.891
H -2.519 0.378 -5.680
H -3.116 -0.673 -4.388
H -1.607 0.222 -4.172
H -5.700 1.068 -2.476
H -5.877 0.770 -0.064
H -1.428 1.463 -2.149
H -2.181 0.761 4.546
H -0.371 1.228 6.180
H 1.904 1.770 5.390
H 2.432 1.756 2.997
C 1.581 -4.274 3.093
C 2.312 -3.078 2.491
C 2.063 -1.816 3.312
C 3.808 -3.352 2.394
O 1.892 -2.879 1.120
P 0.456 -2.344 0.671
O -0.667 -2.621 1.587
O 0.664 -0.857 0.341
O 0.424 -3.115 -0.726
C -0.766 -3.292 -1.527
C -1.655 -2.051 -1.508
C -1.540 -4.494 -0.995
C -0.252 -3.544 -2.939
H 1.870 -4.402 4.137
H 1.828 -5.184 2.544
H 0.506 -4.107 3.037
H 2.426 -1.949 4.332
H 0.996 -1.590 3.341
H 2.582 -0.968 2.860
H 4.226 -3.507 3.390
H 4.312 -2.505 1.925
H 3.989 -4.241 1.790
H -1.978 -1.835 -0.488
H -2.537 -2.212 -2.127
H -1.104 -1.191 -1.889
H -1.793 -4.324 0.052
H -0.938 -5.401 -1.070
H -2.458 -4.632 -1.568
H 0.376 -2.709 -3.253
H -1.085 -3.648 -3.635
H 0.350 -4.453 -2.964
```

Values from the calculation:
charge	0
E_tot	-7796.26455	a.u.
2S+1	1
gap between HOMO and LUMO	6.81	eV
LUMO	-0.0287	Eh
highest occupied orbital energy	-7.59	eV
relative energy (zero: lowest compared OMol25 entry of this formula, charge and spin)	9.8	kcal per mole

Number 3 is which compound?
C35H30N5NaO3S2Si